1.
This record from the Open Molecules 2025 dataset describes a cluster of 2 separate species, C30H48FN4O7P in total. The level of theory is the ωB97M-V functional and the def2-TZVPD basis.

Values from the calculation:
LUMO level, eV: -0.685
Energy, eV: -64182.70683
SMILES string: C#Cc1c([C@@H](C)F)c(CCCC(=O)OCC)c2nc(OCCOCC)c(P(C)O)nc2c1CN.COCCNCCOC
Gap between HOMO and LUMO, eV: 7.4
HOMO level, eV: -8.13

Structure (XYZ):
```
91
C30H48FN4O7P, DFT the ωB97M-V functional and the def2-TZVPD basis
C 4.485 -4.757 0.418
C 3.402 -4.268 0.222
C 2.270 -3.477 -0.276
C 1.464 -3.879 -1.440
C 1.925 -5.156 -2.134
C 3.360 -4.994 -2.757
F 1.995 -6.251 -1.243
C 0.362 -3.114 -1.855
C -0.442 -3.657 -3.056
C -1.952 -3.317 -3.133
C -2.769 -3.771 -1.902
C -4.265 -3.523 -2.219
O -4.648 -3.123 -3.287
O -5.208 -3.791 -1.241
C -5.956 -2.630 -0.846
C -5.384 -2.073 0.487
C 0.061 -1.874 -1.143
N -0.977 -1.093 -1.581
C -1.206 -0.015 -0.866
O -2.257 0.778 -1.234
C -1.857 1.887 -2.069
C -2.581 1.892 -3.459
O -2.828 0.573 -3.891
C -4.171 0.137 -3.656
C -4.892 -0.082 -5.015
C -0.409 0.320 0.300
P -0.819 1.862 1.292
C -2.658 1.927 1.601
O -0.378 3.160 0.288
N 0.627 -0.360 0.750
C 0.838 -1.479 -0.017
C 1.962 -2.301 0.398
C 2.828 -1.854 1.590
N 2.253 -2.261 2.903
H 5.474 -5.186 0.501
H 1.290 -5.496 -2.962
H 4.029 -5.788 -2.378
H 3.340 -5.082 -3.857
H 3.779 -4.009 -2.490
H -0.410 -4.763 -2.973
H 0.077 -3.420 -4.004
H -2.357 -3.866 -4.010
H -2.093 -2.252 -3.386
H -2.498 -3.172 -1.015
H -2.638 -4.857 -1.741
H -5.944 -1.815 -1.592
H -7.004 -2.950 -0.722
H -6.000 -1.198 0.768
H -5.513 -2.862 1.252
H -4.324 -1.805 0.347
H -0.758 1.908 -2.160
H -2.177 2.809 -1.541
H -1.893 2.381 -4.176
H -3.490 2.515 -3.365
H -4.104 -0.832 -3.130
H -4.752 0.837 -3.025
H -5.819 -0.648 -4.784
H -5.156 0.876 -5.498
H -4.261 -0.700 -5.673
H -2.777 2.384 2.603
H -3.157 0.945 1.577
H -3.114 2.657 0.898
H -0.574 3.975 0.771
H 3.884 -2.145 1.467
H 2.822 -0.743 1.582
H 1.966 -1.409 3.384
H 1.367 -2.719 2.691
C 3.972 6.090 5.759
O 3.378 6.415 4.514
C 4.298 6.440 3.427
C 4.057 5.277 2.481
N 4.442 4.007 3.087
C 3.998 2.830 2.341
C 2.492 2.610 2.182
O 1.822 2.300 3.391
C 1.448 3.415 4.174
H 3.230 6.266 6.537
H 4.267 5.037 5.798
H 4.840 6.724 5.959
H 5.336 6.462 3.774
H 4.118 7.372 2.884
H 4.640 5.430 1.568
H 2.993 5.290 2.212
H 4.052 3.957 4.018
H 4.407 1.959 2.860
H 4.460 2.850 1.348
H 2.363 1.732 1.541
H 1.997 3.436 1.660
H 1.203 4.288 3.562
H 2.233 3.666 4.892
H 0.562 3.138 4.749
```

***

2.
This record from the Open Molecules 2025 dataset describes a structure of composition C30H48N4O2S3W. The level of theory is the ωB97M-V functional and the def2-TZVPD basis.

Values from the calculation:
LUMO level (spin up / spin down), eV: -12.842 / -13.253
Charge: +4
Energy, eV: -76239.01195
Multiplicity: 3
Gap between HOMO and LUMO (spin up / spin down), eV: 6.8 / 6.6
HOMO level (spin up / spin down), eV: -19.61 / -19.87

Structure (XYZ):
```
88
C30H48N4O2S3W, DFT the ωB97M-V functional and the def2-TZVPD basis
W 0.190 0.054 -0.506
C 3.080 2.590 -0.910
C 4.134 1.533 -1.267
S 3.439 -0.117 -1.485
C 4.182 -1.105 -0.161
C 3.148 -1.945 0.576
S 1.708 -1.073 1.254
C 2.358 0.238 2.305
C 2.851 1.491 1.614
S 1.797 2.083 0.256
H 3.551 3.467 -0.462
H 2.538 2.943 -1.784
H 4.608 1.815 -2.206
H 4.931 1.477 -0.528
H 4.909 -1.779 -0.613
H 4.728 -0.451 0.516
H 2.717 -2.732 -0.048
H 3.597 -2.447 1.436
H 1.544 0.458 2.993
H 3.160 -0.214 2.892
H 2.885 2.308 2.334
H 3.851 1.366 1.213
C 1.732 -1.862 -3.544
C 0.654 -0.999 -2.951
C 0.684 0.419 -3.068
C 1.712 1.108 -3.907
C -0.370 1.194 -2.510
C -0.376 2.688 -2.752
C -1.580 0.547 -2.082
C -2.788 1.376 -1.709
C -1.697 -0.840 -2.240
C -3.022 -1.525 -2.206
C -0.523 -1.619 -2.503
C -0.645 -3.113 -2.568
H 1.397 -2.189 -4.535
H 1.911 -2.764 -2.962
H 2.677 -1.352 -3.667
H 1.219 1.352 -4.858
H 2.576 0.494 -4.138
H 2.048 2.056 -3.493
H -1.202 3.194 -2.270
H -0.481 2.854 -3.828
H 0.547 3.177 -2.445
H -3.304 1.705 -2.616
H -2.520 2.263 -1.146
H -3.500 0.814 -1.112
H -3.119 -2.091 -3.139
H -3.858 -0.839 -2.146
H -3.106 -2.257 -1.399
H 0.250 -3.633 -2.235
H -0.797 -3.392 -3.618
H -1.493 -3.491 -2.006
C -1.050 3.754 0.538
N -1.215 3.111 1.838
C -1.660 4.049 2.906
C -2.433 3.313 3.969
C -1.599 2.155 4.455
N -1.144 1.322 3.310
C -0.937 -0.085 3.662
C -0.991 1.823 2.083
O -0.614 1.002 1.126
H -2.002 4.183 0.222
H -0.704 3.049 -0.202
H -0.322 4.563 0.618
H -2.276 4.804 2.424
H -0.783 4.551 3.320
H -3.388 2.960 3.573
H -2.650 3.984 4.798
H -2.172 1.503 5.110
H -0.724 2.497 5.010
H -1.888 -0.543 3.935
H -0.282 -0.142 4.533
H -0.498 -0.640 2.846
N -1.012 -6.223 1.332
C -0.446 -5.087 0.919
O 0.690 -4.989 0.483
C -1.274 -3.805 0.974
C -2.510 -3.571 1.556
C -3.050 -2.284 1.502
C -2.343 -1.267 0.903
N -1.129 -1.494 0.348
C -0.634 -2.738 0.384
H -0.462 -7.071 1.306
H -1.957 -6.295 1.665
H -3.069 -4.358 2.051
H -4.018 -2.069 1.935
H -2.721 -0.257 0.870
H 0.328 -2.939 -0.064
```

***

3.
This record from the Open Molecules 2025 dataset describes a structure of composition C30H48N4O7PbS2. The level of theory is the ωB97M-V functional and the def2-TZVPD basis.

Values from the calculation:
LUMO level, eV: 0.518
Energy, eV: -79095.66041
Gap between HOMO and LUMO, eV: 7.6
HOMO level, eV: -7.03

Structure (XYZ):
```
92
C30H48N4O7PbS2, DFT the ωB97M-V functional and the def2-TZVPD basis
Pb 0.257 -0.262 0.595
C -1.117 -2.311 -2.471
C -1.645 -3.463 -1.637
O -1.822 -3.109 -0.285
C -3.160 -2.942 0.141
C -3.845 -1.673 -0.329
O -3.158 -0.547 0.172
C -3.634 0.677 -0.342
C -2.699 1.813 -0.001
O -1.533 1.690 -0.805
C -0.811 2.894 -1.032
C 0.305 3.193 -0.051
O 1.284 2.195 -0.280
C 2.627 2.479 0.096
C 3.347 1.254 0.656
O 3.497 0.134 -0.201
C 2.170 -0.076 -2.208
C 1.228 -2.430 -1.917
O 0.036 -1.667 -1.976
H -1.871 -1.524 -2.525
H -0.925 -2.687 -3.485
H -0.949 -4.305 -1.671
H -2.589 -3.793 -2.087
H -3.115 -2.929 1.227
H -3.773 -3.796 -0.176
H -4.872 -1.699 0.061
H -3.902 -1.630 -1.425
H -4.626 0.899 0.072
H -3.720 0.623 -1.435
H -2.458 1.838 1.065
H -3.214 2.742 -0.268
H -1.502 3.744 -1.083
H -0.344 2.761 -2.009
H -0.035 3.186 0.990
H 0.694 4.190 -0.291
H 2.650 3.250 0.874
H 3.159 2.858 -0.783
H 2.823 0.957 1.560
H 4.360 1.559 0.924
H 3.022 0.444 -2.632
H 1.212 0.155 -2.656
H 1.191 -3.177 -1.114
H 1.357 -2.962 -2.868
O -1.013 3.107 2.634
S 0.086 2.262 3.131
N 0.679 1.231 2.259
C -0.036 0.352 6.843
C 0.687 -0.264 8.043
C 0.625 -1.792 8.148
C 1.358 -2.557 7.049
N 0.590 -2.556 5.806
C 1.072 -2.449 4.558
S 0.083 -1.902 3.314
N 2.375 -2.773 4.348
C 2.988 -3.987 4.907
C 2.179 -5.249 4.617
C 2.025 -5.534 3.125
C 1.182 -6.780 2.869
H 0.018 1.441 6.893
H -1.094 0.074 6.836
H 0.405 0.052 5.891
H 0.249 0.143 8.958
H 1.736 0.044 8.030
H -0.420 -2.123 8.167
H 1.065 -2.089 9.101
H 1.524 -3.586 7.379
H 2.333 -2.099 6.867
H -0.376 -2.282 5.880
H 2.626 -2.594 3.389
H 3.132 -3.876 5.981
H 3.977 -4.064 4.456
H 1.188 -5.144 5.069
H 2.671 -6.096 5.105
H 3.017 -5.664 2.680
H 1.552 -4.678 2.636
H 1.607 -7.650 3.377
H 1.130 -7.006 1.803
H 0.164 -6.636 3.235
N 8.174 -5.070 -2.842
C 7.221 -4.457 -2.641
C 6.033 -3.685 -2.400
C 5.749 -3.187 -1.132
C 4.593 -2.456 -0.917
C 3.709 -2.189 -1.962
C 4.017 -2.677 -3.234
C 5.158 -3.425 -3.456
C 2.411 -1.480 -1.724
C 2.263 -0.354 -0.725
H 6.436 -3.378 -0.317
H 4.369 -2.067 0.066
H 3.358 -2.448 -4.063
H 5.379 -3.819 -4.440
```

***

4.
This record from the Open Molecules 2025 dataset describes a structure of composition C30H49As3Br2NOS5SbTi. The level of theory is the ωB97M-V functional and the def2-TZVPD basis.

Values from the calculation:
LUMO level (spin up / spin down), eV: -0.307 / -0.383
ΔE to the lowest compared entry with this formula, charge and spin, kJ/mol: 73.9
Energy, eV: -441873.26043
Multiplicity: 3
Gap between HOMO and LUMO (spin up / spin down), eV: 6.0 / 6.7
HOMO level (spin up / spin down), eV: -6.33 / -7.11

Structure (XYZ):
```
93
C30H49As3Br2NOS5SbTi, DFT the ωB97M-V functional and the def2-TZVPD basis
Ti 0.252 -0.437 0.682
Br -2.533 -3.475 3.595
C -2.076 -1.672 3.872
C -2.442 -1.032 5.075
C -2.122 0.278 5.284
Br -2.669 1.100 6.895
C -1.387 1.022 4.321
C -0.986 2.374 4.465
C -0.271 2.945 3.458
C 0.072 2.201 2.321
N -0.265 0.938 2.135
C -1.010 0.350 3.150
C -1.396 -0.994 2.889
O -1.071 -1.494 1.720
H -2.989 -1.588 5.823
H -1.236 2.921 5.363
H 0.075 3.967 3.530
H 0.686 2.641 1.543
C 2.658 -1.655 -1.999
As 2.202 0.045 -1.147
C 4.023 0.637 -0.863
C 1.696 0.925 -2.823
C 1.085 2.345 -2.816
C 1.248 2.875 -4.248
C -0.428 2.302 -2.530
As -1.149 1.317 -0.992
C -2.669 0.499 -1.883
C -2.176 2.680 -0.070
C 1.873 3.213 -1.819
As 1.852 5.192 -1.659
C 0.364 5.437 -0.416
C 0.889 5.883 -3.213
H 3.325 -1.462 -2.841
H 1.752 -2.141 -2.360
H 3.149 -2.293 -1.267
H 4.523 0.692 -1.829
H 4.508 -0.106 -0.232
H 4.060 1.600 -0.359
H 0.996 0.229 -3.302
H 2.600 0.929 -3.441
H 0.973 2.098 -4.966
H 2.286 3.155 -4.446
H 0.616 3.739 -4.444
H -0.920 1.850 -3.396
H -0.814 3.321 -2.442
H -3.288 1.280 -2.327
H -3.257 -0.068 -1.162
H -2.313 -0.176 -2.657
H -2.786 3.218 -0.797
H -1.538 3.374 0.470
H -2.823 2.182 0.652
H 2.933 3.002 -1.980
H 1.667 2.883 -0.790
H 0.587 4.945 0.530
H -0.576 5.063 -0.817
H 0.263 6.506 -0.226
H 1.468 5.747 -4.124
H 0.787 6.953 -3.028
H -0.104 5.452 -3.336
C 1.159 -3.019 4.951
S 2.957 -2.987 4.782
C 3.136 -1.373 4.127
C 2.774 -0.959 2.892
S 2.080 -1.950 1.607
S 3.021 0.739 2.615
C 3.722 1.179 4.118
S 4.196 2.721 4.482
S 3.811 -0.155 5.177
H 0.885 -4.027 5.263
H 0.687 -2.811 3.993
H 0.819 -2.310 5.706
C -2.453 -2.865 -3.906
C -1.283 -3.476 -3.136
Sb -1.056 -2.668 -1.170
C -0.019 -4.300 -0.243
C 0.126 -5.584 -1.051
C -3.009 -3.086 -0.459
C -3.386 -4.563 -0.470
H -2.559 -3.315 -4.895
H -2.330 -1.792 -4.060
H -3.400 -3.008 -3.383
H -0.347 -3.330 -3.679
H -1.412 -4.552 -3.017
H -0.552 -4.473 0.695
H 0.962 -3.920 0.042
H -0.837 -6.031 -1.303
H 0.688 -6.331 -0.485
H 0.663 -5.424 -1.988
H -3.705 -2.511 -1.076
H -3.042 -2.671 0.548
H -3.460 -4.963 -1.485
H -4.354 -4.726 0.010
H -2.659 -5.172 0.069
```

***

Question: Which of these has the lowest energy?
Answer: C30H49As3Br2NOS5SbTi

***

Repeat the second record exactly.
This record from the Open Molecules 2025 dataset describes a structure of composition C30H48N4O2S3W. The level of theory is the ωB97M-V functional and the def2-TZVPD basis.

Values from the calculation:
LUMO level (spin up / spin down), eV: -12.842 / -13.253
Charge: +4
Energy, eV: -76239.01195
Multiplicity: 3
Gap between HOMO and LUMO (spin up / spin down), eV: 6.8 / 6.6
HOMO level (spin up / spin down), eV: -19.61 / -19.87

Structure (XYZ):
```
88
C30H48N4O2S3W, DFT the ωB97M-V functional and the def2-TZVPD basis
W 0.190 0.054 -0.506
C 3.080 2.590 -0.910
C 4.134 1.533 -1.267
S 3.439 -0.117 -1.485
C 4.182 -1.105 -0.161
C 3.148 -1.945 0.576
S 1.708 -1.073 1.254
C 2.358 0.238 2.305
C 2.851 1.491 1.614
S 1.797 2.083 0.256
H 3.551 3.467 -0.462
H 2.538 2.943 -1.784
H 4.608 1.815 -2.206
H 4.931 1.477 -0.528
H 4.909 -1.779 -0.613
H 4.728 -0.451 0.516
H 2.717 -2.732 -0.048
H 3.597 -2.447 1.436
H 1.544 0.458 2.993
H 3.160 -0.214 2.892
H 2.885 2.308 2.334
H 3.851 1.366 1.213
C 1.732 -1.862 -3.544
C 0.654 -0.999 -2.951
C 0.684 0.419 -3.068
C 1.712 1.108 -3.907
C -0.370 1.194 -2.510
C -0.376 2.688 -2.752
C -1.580 0.547 -2.082
C -2.788 1.376 -1.709
C -1.697 -0.840 -2.240
C -3.022 -1.525 -2.206
C -0.523 -1.619 -2.503
C -0.645 -3.113 -2.568
H 1.397 -2.189 -4.535
H 1.911 -2.764 -2.962
H 2.677 -1.352 -3.667
H 1.219 1.352 -4.858
H 2.576 0.494 -4.138
H 2.048 2.056 -3.493
H -1.202 3.194 -2.270
H -0.481 2.854 -3.828
H 0.547 3.177 -2.445
H -3.304 1.705 -2.616
H -2.520 2.263 -1.146
H -3.500 0.814 -1.112
H -3.119 -2.091 -3.139
H -3.858 -0.839 -2.146
H -3.106 -2.257 -1.399
H 0.250 -3.633 -2.235
H -0.797 -3.392 -3.618
H -1.493 -3.491 -2.006
C -1.050 3.754 0.538
N -1.215 3.111 1.838
C -1.660 4.049 2.906
C -2.433 3.313 3.969
C -1.599 2.155 4.455
N -1.144 1.322 3.310
C -0.937 -0.085 3.662
C -0.991 1.823 2.083
O -0.614 1.002 1.126
H -2.002 4.183 0.222
H -0.704 3.049 -0.202
H -0.322 4.563 0.618
H -2.276 4.804 2.424
H -0.783 4.551 3.320
H -3.388 2.960 3.573
H -2.650 3.984 4.798
H -2.172 1.503 5.110
H -0.724 2.497 5.010
H -1.888 -0.543 3.935
H -0.282 -0.142 4.533
H -0.498 -0.640 2.846
N -1.012 -6.223 1.332
C -0.446 -5.087 0.919
O 0.690 -4.989 0.483
C -1.274 -3.805 0.974
C -2.510 -3.571 1.556
C -3.050 -2.284 1.502
C -2.343 -1.267 0.903
N -1.129 -1.494 0.348
C -0.634 -2.738 0.384
H -0.462 -7.071 1.306
H -1.957 -6.295 1.665
H -3.069 -4.358 2.051
H -4.018 -2.069 1.935
H -2.721 -0.257 0.870
H 0.328 -2.939 -0.064
```

***

Question: The lowest energy belongs to which entry?
Answer: C30H49As3Br2NOS5SbTi